[1]
Entry from OMol25: a structure of composition C7H16N4 (the ωB97M-V functional and the def2-TZVPD basis).

Each line ends with the Löwdin charge.
Cartesian coordinates (Å):
C 1.1663 -0.4765 -1.3242  -0.2852
C 0.5826 -1.2531 -0.2336  -0.2541
C 1.6395 0.9360 -0.9561  -0.1129
C 1.5602 1.1398 0.4989  0.0934
C -1.9364 0.4058 -0.8522  0.0104
C -0.8258 1.2923 1.0823  0.1300
C -1.4237 0.1087 0.5201  -0.2845
N 1.3336 -1.0753 -2.4605  0.2481
N 1.1287 -2.5190 -0.2331  0.2374
N -0.5231 -1.1273 0.4532  -0.0389
N -0.6554 -2.0944 1.4920  0.1322
H 2.7187 1.2881 -1.3228  0.2213
H 0.9769 1.5169 -1.4398  0.0871
H 1.6300 0.2196 1.0905  0.1331
H 2.1594 1.9965 0.8547  0.1614
H -1.1556 0.8294 -1.5349  0.1118
H -2.3998 -0.3886 -1.3338  0.0932
H -2.6134 1.2227 -0.7683  0.1045
H -0.5741 1.4063 2.1745  0.1656
H -1.1969 2.2983 0.7741  0.1680
H 0.3733 1.4473 0.7096  0.0572
H -2.2136 -0.2148 1.1201  0.1522
H 1.6565 -0.3857 -3.1653  0.1197
H 1.9982 -2.5453 -0.7803  0.1449
H -1.4968 -1.9989 2.0863  0.1391
H 1.0373 -3.2332 0.4667  0.1248
H -0.7280 -3.0213 0.9921  0.1400

Charge   +2
E_LUMO   -10.42 eV
Energy above the lowest of the compared OMol25 structures with the same formula, charge and spin   574.2 kJ/mol
E_HOMO   -17.873 eV

[2]
Entry from OMol25: a cluster of 2 separate species, C7H16N4O in total (the ωB97M-V functional and the def2-TZVPD basis).

Each line ends with the natural charge from an NBO analysis.
Cartesian coordinates (Å):
C 0.2628 -0.6014 2.5807  -0.6291
C 0.8679 -0.3009 1.2075  -0.0556
N 0.8800 1.1190 0.8656  -0.8228
C 0.1476 -1.0476 0.0802  -0.4017
C 0.0794 -2.5613 0.2501  -0.2156
N 1.4120 -3.1215 0.4735  -0.8421
H 0.3976 -1.6531 2.8508  0.2167
H -0.8112 -0.3728 2.5944  0.1926
H 0.7428 0.0057 3.3593  0.2066
H 1.9140 -0.6365 1.2239  0.1978
H -0.0698 1.4885 0.9140  0.3551
H 1.4047 1.6160 1.5772  0.3451
H 0.6616 -0.8014 -0.8674  0.2123
H -0.8741 -0.6599 -0.0030  0.1813
H -0.4422 -2.9871 -0.6256  0.1710
H -0.5413 -2.8097 1.1231  0.1836
H 1.3491 -4.1354 0.5744  0.3596
H 1.9975 -2.9441 -0.3457  0.3524
N -1.9913 0.1644 -4.0430  -0.3151
C -1.9444 0.7408 -3.0261  0.2860
C -1.8791 1.4792 -1.7639  -0.5537
C -0.8088 2.5281 -1.7850  0.0358
N 0.0573 2.5195 -0.8652  -0.0931
O 0.9587 3.5558 -0.9965  -0.5576
H -2.8672 1.9335 -1.5894  0.2588
H -1.6871 0.7683 -0.9519  0.2650
H -0.7925 3.2785 -2.5637  0.1869
H 1.5764 3.4354 -0.2485  0.4799

E_LUMO   0.78 eV
Energy above the lowest of the compared OMol25 structures with the same formula, charge and spin   189.9 kJ/mol
E_HOMO   -8.818 eV

[3]
Entry from OMol25: the ion C7H16N4O2 with charge +2 (the ωB97M-V functional and the def2-TZVPD basis).

Each line ends with the natural charge from an NBO analysis.
Cartesian coordinates (Å):
C -0.7692 3.0147 -1.2932  -0.4081
N -0.4905 1.5991 -0.8948  -0.3941
C -0.2169 0.6165 -2.0168  -0.0297
N 0.8415 -0.3655 -1.5567  -0.4061
C 2.1924 0.1689 -1.7009  -0.4717
C 0.4751 -0.9958 -0.2015  0.4769
N 0.6616 -2.2994 -0.0221  -0.7323
C -0.2510 -0.1562 0.8180  -0.0781
N -0.3829 -0.5210 2.1873  -0.6547
C -1.2633 -1.5929 2.6786  0.0822
O -0.8907 -2.8725 2.4208  -0.7420
C -0.6365 1.1229 0.3835  0.6537
O -1.1183 1.9127 1.2713  -0.5682
H -0.0878 3.6256 -0.6672  0.2485
H -0.5376 3.0393 -2.3321  0.2188
H -1.8568 3.3335 -1.1230  0.2613
H -1.0696 0.0192 -2.2245  0.2374
H -0.0050 1.3008 -2.9089  0.2821
H 0.6963 -1.2490 -2.0971  0.4673
H 3.0153 -0.6217 -1.4912  0.2680
H 2.5558 0.6040 -2.7632  0.2986
H 2.2537 0.9895 -1.0419  0.2417
H 0.3165 -2.5725 0.8865  0.4610
H 1.5311 -2.6995 -0.2367  0.4245
H 0.5218 -0.6915 2.5634  0.3934
H -1.3444 -1.3112 3.7401  0.2072
H -2.2325 -1.4346 2.2197  0.1821
H -0.6489 -3.4184 3.2818  0.5332
H -1.2591 1.4550 2.1205  0.5470

Charge   +2
E_LUMO   -8.49 eV
Energy above the lowest of the compared OMol25 structures with the same formula, charge and spin   67.7 kJ/mol
E_HOMO   -16.879 eV

[4]
Entry from OMol25: a structure of composition C7H16N4OS (the ωB97M-V functional and the def2-TZVPD basis).

Each line ends with the natural charge from an NBO analysis.
Cartesian coordinates (Å):
C -1.5346 0.3752 -1.1571  0.5368
C -0.8571 -1.2159 0.7410  0.5186
C -1.8418 -0.9161 -0.3617  -0.5574
C 0.7948 0.3696 0.1261  0.3709
C -0.3382 2.2455 1.5037  -0.6154
C 2.3655 -1.9281 -0.8606  -0.8569
C 0.9808 1.6304 0.9187  -0.4805
N -0.3554 0.7644 -1.3750  -0.6633
N 0.2322 -0.6093 0.8050  -0.5785
N -1.1856 -2.0565 1.6795  -0.7049
N -2.5955 0.7617 -1.8528  -0.7410
O 3.5120 0.4986 -0.4256  -0.8259
S 2.2476 -0.1121 -1.1030  1.2290
H -2.8788 -0.8781 0.1337  0.2826
H -1.8127 -1.7160 -1.2610  0.3065
H -0.8165 1.6320 2.3487  0.2401
H -1.0047 2.5094 0.6749  0.2093
H -0.0427 3.1875 1.9853  0.2664
H 1.2982 -2.4552 -0.7971  0.2905
H 3.0862 -2.3187 -0.1397  0.2897
H 2.8106 -2.3771 -1.8185  0.3028
H 1.7212 1.4036 1.6574  0.2643
H 1.3272 2.2707 0.1544  0.2216
H -0.2851 1.6898 -1.8878  0.4233
H 4.0060 -0.0056 0.2922  0.5496
H -2.0378 -2.5528 1.6401  0.4196
H -0.6109 -2.2504 2.4510  0.4312
H -3.5519 0.3769 -1.7508  0.4414
H -2.6332 1.6763 -2.3209  0.4296

Charge   +2
E_LUMO   -6.93 eV
Energy above the lowest of the compared OMol25 structures with the same formula, charge and spin   216.7 kJ/mol
E_HOMO   -17.011 eV